No. 1
111
Properties=species:S:1:pos:R:3 method="wB97M-V/def2-TZVPD" spin_multiplicity=2 homo_ev="-0.499 / -0.699" s2=0.7790 gap_ev="4.34 / 4.54" total_charge=-2 relative_energy_kcal_mol=77.1
Sn 0.17276 -1.68114 1.61593
I 1.57264 -2.25757 -2.14341
C 3.32257 -3.09013 -1.30742
C 4.22484 -3.68112 -2.17608
C 5.34064 -4.32551 -1.65095
C 5.55318 -4.32295 -0.28457
C 4.65745 -3.68742 0.58417
C 4.99343 -3.49333 1.98427
C 4.15870 -2.88368 2.84091
C 2.76656 -2.58837 2.47895
C 2.40247 -2.62585 0.99279
C 3.46401 -3.10784 0.07641
H 4.05791 -3.65066 -3.24466
H 6.03658 -4.82342 -2.31725
H 6.42700 -4.81459 0.13364
H 6.00267 -3.75362 2.29209
H 4.52285 -2.56655 3.81158
H 1.58284 -2.29941 4.20242
O 2.07778 -3.70394 1.93410
C 1.85195 -1.70389 3.31704
C 2.48807 -0.43615 3.82260
C 3.34640 -0.48272 4.93755
C 3.92014 0.65210 5.48243
C 3.60157 1.90279 4.96635
C 2.71173 1.98432 3.91012
C 2.18676 0.83652 3.30738
P 0.93375 0.94041 1.97171
C -0.43241 1.74070 2.89520
C -1.66277 2.21631 2.21531
C -2.51952 3.04751 3.08993
C -2.43874 2.99487 4.44088
C -1.42458 2.23286 5.06814
C -0.43462 1.65542 4.28569
C 1.57988 2.26856 0.85672
C 0.72554 2.81946 -0.10425
C 1.12533 3.89010 -0.89480
C 2.40694 4.40838 -0.77730
C 3.29714 3.80863 0.10165
C 2.89347 2.74545 0.89896
H 3.53814 -1.44520 5.39884
H 4.59918 0.56581 6.32415
H 4.01824 2.80410 5.40156
H 2.37707 2.95711 3.57254
H -1.49128 2.70886 1.26265
H -3.28855 3.64217 2.61078
H -3.13008 3.56996 5.05011
H -1.37762 2.15473 6.14791
H 0.36961 1.13234 4.78436
H -0.25559 2.38221 -0.24043
H 0.42578 4.31822 -1.60393
H 2.71683 5.25266 -1.38191
H 4.31642 4.17211 0.17320
H 3.61687 2.27985 1.55261
O -1.55176 -0.77764 3.03754
N -2.67120 -0.12394 2.68076
C -3.78523 -0.34447 3.39331
C -5.00192 0.20939 3.08606
C -5.07196 1.03516 1.92371
C -3.95522 1.31505 1.21792
C -2.60316 0.84310 1.61161
S -1.69222 0.24952 0.13993
H -3.63953 -1.03617 4.21210
H -5.87263 -0.01901 3.68489
H -6.03173 1.41817 1.58746
H -3.99321 1.90960 0.31314
N -2.45673 -2.93021 -0.66245
C -2.76190 -3.58991 0.51827
C -1.97239 -4.66153 0.95271
C -2.31747 -5.38397 2.08222
C -3.45700 -5.05736 2.81064
C -4.23845 -3.98794 2.38903
C -3.90543 -3.26603 1.25312
H -2.68519 -1.93945 -0.65243
H -1.49288 -3.04506 -0.94263
H -1.05979 -4.89105 0.41366
H -1.67519 -6.19565 2.40500
H -3.70729 -5.60334 3.71292
H -5.11782 -3.70158 2.95514
H -4.50970 -2.41546 0.95236
C -2.98082 -2.41756 -4.83514
C -1.84140 -2.07317 -5.54904
C -0.96769 -1.11284 -5.05271
C -1.23202 -0.48579 -3.83910
C -2.37147 -0.84869 -3.11777
C -3.24311 -1.80548 -3.61558
As -0.06614 0.85631 -3.00565
C -1.20554 2.38503 -3.41932
C -2.34771 2.77456 -2.73589
C -3.01105 3.93729 -3.10573
C -2.51981 4.71426 -4.15000
C -1.37989 4.32475 -4.83949
C -0.71753 3.15348 -4.48438
C 0.50309 2.61610 -5.11988
C 1.20893 3.20319 -6.16608
C 2.34637 2.58551 -6.66705
C 2.79390 1.38465 -6.12666
C 2.10860 0.80601 -5.06565
C 0.95729 1.40749 -4.57320
H -3.65434 -3.17377 -5.21979
H -1.62668 -2.55782 -6.49455
H -0.07630 -0.85256 -5.61143
H -2.54856 -0.39134 -2.14766
H -4.11921 -2.08430 -3.04350
H -2.70412 2.17460 -1.90471
H -3.90250 4.24524 -2.57290
H -3.02642 5.63246 -4.42171
H -1.00730 4.94093 -5.65076
H 0.88334 4.14778 -6.58684
H 2.89550 3.04533 -7.48071
H 3.68327 0.91193 -6.52460
H 2.46848 -0.11327 -4.61524


No. 2
117
Properties=species:S:1:pos:R:3 method="wB97M-V/def2-TZVPD" spin_multiplicity=1 homo_ev=-2.996 gap_ev=5.02 total_charge=-1
Ba 0.29969 -0.10880 0.36642
C -0.52133 2.62942 -7.22743
C 0.76874 2.23663 -6.88489
C 1.03551 1.73750 -5.61345
C 0.02365 1.62229 -4.66230
C -1.26535 2.01522 -5.01866
C -1.53937 2.51712 -6.28765
C 0.32551 1.08584 -3.29587
C 0.34121 -0.37400 -3.16736
C 0.43297 -1.29739 -4.22250
C 0.44162 -2.58121 -3.64216
C 0.32315 -2.36694 -2.27319
C 0.31323 -3.43383 -1.19216
C -0.73087 -5.53446 -1.92494
C -0.47831 -6.89572 -1.81246
C -1.51912 -7.80718 -1.92371
C -2.82073 -7.36669 -2.14946
C -3.05726 -6.00601 -2.29043
C -2.01710 -5.08669 -2.19433
C 1.50036 -3.34658 -0.22366
N 1.69364 -2.23032 0.49133
C 2.75727 -2.50161 1.32628
C 3.36313 -1.53963 2.22113
C 4.36260 -2.09257 3.19339
C 5.71835 -2.11448 2.87447
C 6.64927 -2.64307 3.76332
C 6.23336 -3.15957 4.98578
C 4.88126 -3.14684 5.30999
C 3.95383 -2.62189 4.41519
C 3.18359 -0.18081 2.22877
C 3.85160 0.74974 3.12779
C 3.47698 1.99314 2.75361
C 2.57311 1.84541 1.59884
N 2.39789 0.54182 1.33024
C 2.09639 2.94665 0.81268
C 1.46324 2.83544 -0.44896
C 1.14184 3.96961 -1.35484
C 0.65907 3.44775 -2.49561
C 0.63588 1.99030 -2.32617
N 1.09507 1.68226 -1.04865
C 2.39890 4.33007 1.32091
C 3.21406 5.22117 0.61247
C 3.47392 6.50437 1.08619
C 2.93538 6.92985 2.29482
C 2.14698 6.05182 3.02876
C 1.88751 4.77291 2.54639
C 3.18889 -3.83469 1.13375
C 2.38420 -4.37503 0.12862
N 0.24171 -1.04948 -1.96905
H -0.72784 3.02559 -8.21535
H 1.57260 2.32099 -7.60933
H 2.04136 1.42861 -5.34472
H -2.05742 1.94190 -4.28276
H -2.55142 2.81798 -6.54237
H 0.51919 -1.05752 -5.27357
H 0.54260 -3.53692 -4.13953
H 0.54217 -7.21533 -1.63340
H -1.31169 -8.86657 -1.82314
H -3.63846 -8.07464 -2.20575
H -4.06277 -5.64689 -2.48579
H -2.20766 -4.02983 -2.33484
H 6.03643 -1.71428 1.91567
H 7.70037 -2.65586 3.49773
H 6.95633 -3.57107 5.67928
H 4.54547 -3.55288 6.25838
H 2.89558 -2.62296 4.65946
H 4.53378 0.47476 3.92229
H 3.80296 2.93006 3.18503
H 1.29109 5.01683 -1.13913
H 0.35032 3.98335 -3.38368
H 3.65529 4.88740 -0.32160
H 4.11108 7.17133 0.51485
H 3.13735 7.92774 2.66535
H 1.72487 6.36750 3.97649
H 1.28286 4.08460 3.12699
H 4.00238 -4.32543 1.64967
H 2.43054 -5.36426 -0.30278
C -1.44459 3.25885 3.11256
C -1.13465 1.78615 3.06975
O -0.41710 1.27872 2.21451
N -1.66066 1.05354 4.09268
C -1.65482 -0.40415 4.05549
C -2.87046 -0.92181 3.32238
C -3.94110 -1.50180 3.99147
C -5.06186 -1.86898 3.26012
C -5.07529 -1.63514 1.89570
C -3.95811 -1.05060 1.31396
N -2.87591 -0.69732 2.00835
H -0.97747 3.74543 2.25930
H -1.07110 3.69066 4.04403
H -2.52459 3.40472 3.04823
H -2.38585 1.49222 4.62994
H -1.61449 -0.78877 5.07090
H -0.75695 -0.70444 3.52382
H -3.89108 -1.67082 5.06106
H -5.90994 -2.33570 3.74999
H -5.92865 -1.91013 1.28751
H -3.91389 -0.86532 0.24162
O 0.35311 -4.70440 -1.82104
C -0.84320 -3.29053 -0.25115
N -1.60174 -3.15288 0.60209
C -4.72337 3.92423 -0.42392
N -4.23084 2.70685 -1.05520
C -4.66123 2.30663 -2.27028
C -4.20112 1.18339 -2.84583
C -3.19516 0.45375 -2.12314
N -2.75887 0.83255 -0.92924
C -3.29869 1.93093 -0.31902
O -3.04218 2.31471 0.81688
N -2.68927 -0.67111 -2.65965
H -5.45968 4.38490 -1.07794
H -3.90462 4.61637 -0.24844
H -5.17346 3.69521 0.53655
H -5.39532 2.94072 -2.74996
H -4.55068 0.86234 -3.82021
H -2.79157 -0.80801 -3.65098
H -1.79604 -0.98601 -2.27758


No. 3
126
Properties=species:S:1:pos:R:3 method="wB97M-V/def2-TZVPD" spin_multiplicity=1 homo_ev=-7.625 gap_ev=5.46 total_charge=0 relative_energy_kcal_mol=31.5
Tl 0.75816 0.23272 0.51629
C -2.02943 1.67314 2.72788
O -0.70598 2.17409 2.54564
C -0.29071 3.15959 3.37151
C -1.07736 3.75163 4.34419
C -0.54897 4.76983 5.13250
Br -1.65599 5.56695 6.44627
C 0.74542 5.19745 4.98251
C 1.54965 4.59231 4.01119
C 1.03498 3.59654 3.19201
O 1.74370 3.01529 2.17657
C 2.94334 5.04321 3.86905
N 3.34598 6.27855 3.89945
C 4.72657 6.21840 3.76734
C 5.66341 7.24944 3.74262
C 6.99528 6.90809 3.61255
C 7.40042 5.56903 3.50761
C 6.48504 4.53347 3.52389
C 5.14699 4.88720 3.65243
N 3.98028 4.14558 3.69577
H -2.77243 2.44132 2.50340
H -2.17111 1.31047 3.74867
H -2.14793 0.85139 2.02846
H -2.10032 3.44083 4.49053
H 1.15845 5.98638 5.59404
H 2.56175 3.50630 2.03101
H 5.34391 8.27932 3.82928
H 7.74716 7.68600 3.59426
H 8.45423 5.34280 3.41096
H 6.80221 3.50152 3.44262
H 3.90209 3.15150 3.82711
O 0.14765 -0.95367 -1.47613
C -0.40947 -0.57306 -2.60074
C -1.38934 -1.39608 -3.20146
C -2.03719 -1.04093 -4.36428
C -1.71154 0.14918 -5.01047
C -0.73890 0.95609 -4.46011
C -0.08036 0.63499 -3.26600
C 0.95119 1.53995 -2.75250
N 1.85308 1.30436 -1.81276
C 2.59880 2.45444 -1.69295
C 2.15500 3.39901 -2.56350
N 1.11148 2.80646 -3.23213
H -1.63820 -2.32253 -2.69489
H -2.81402 -1.68033 -4.76422
H -2.22215 0.44467 -5.91594
H -0.47608 1.86456 -4.99210
H 3.41114 2.52929 -0.98758
H 2.46981 4.40797 -2.76434
H 0.52637 3.24939 -3.91692
O 3.35176 -1.26175 1.30482
C 3.53362 -2.06060 0.50806
C 4.22939 -3.21542 0.03039
C 5.30600 -3.82358 0.69100
C 5.74765 -5.01395 0.15493
C 5.12274 -5.56367 -0.97497
C 4.07023 -4.92675 -1.61496
C 3.63994 -3.70871 -1.11081
P 2.35329 -2.47826 -1.53756
C 1.05794 -3.60088 -2.12544
C 0.17416 -4.08425 -1.16274
C -0.79962 -5.00645 -1.50582
C -0.89922 -5.44842 -2.81955
C -0.01363 -4.97978 -3.77795
C 0.97103 -4.06165 -3.43531
C 3.12839 -1.68158 -2.97481
C 4.49870 -1.42261 -2.97892
C 5.06747 -0.67974 -4.00061
C 4.27300 -0.18316 -5.02501
C 2.91145 -0.44448 -5.03036
C 2.33904 -1.18835 -4.01006
H 5.74235 -3.39506 1.58264
H 6.56568 -5.54417 0.62323
H 5.47601 -6.51459 -1.35391
H 3.59444 -5.35850 -2.48600
H 0.23238 -3.71398 -0.14537
H -1.49303 -5.36336 -0.75518
H -1.67350 -6.15238 -3.09546
H -0.09246 -5.31976 -4.80234
H 1.65196 -3.69997 -4.19369
H 5.13867 -1.79996 -2.18932
H 6.13304 -0.48988 -3.99593
H 4.71681 0.40527 -5.81752
H 2.28152 -0.06331 -5.82429
H 1.27664 -1.37346 -4.02546
O -8.62507 -1.34772 1.81512
S -8.10799 -2.42005 0.98706
O -7.24330 -1.95094 -0.09211
O -9.04029 -3.45212 0.61118
C -6.93589 -3.23083 2.13132
N -7.40717 -3.87896 3.19719
C -6.50332 -4.31851 4.05912
C -5.13453 -4.11170 3.90993
C -4.74812 -3.45097 2.75991
N -5.65129 -3.03776 1.86924
C -3.36934 -3.02842 2.41223
C -3.03375 -2.87157 1.07072
C -1.85837 -2.22357 0.74292
N -1.02111 -1.73247 1.66175
C -1.31175 -1.95495 2.94349
C -2.45490 -2.60891 3.36739
H -6.88311 -4.85346 4.92364
H -4.42757 -4.46616 4.64763
H -3.73063 -3.17553 0.30060
H -1.58965 -2.02192 -0.28593
H -0.61866 -1.54033 3.66962
H -2.66648 -2.69462 4.42565
O -4.90807 -0.52752 0.73843
C -5.63938 0.37311 -0.06262
N -5.48165 0.12990 -1.47782
C -4.65829 0.77823 -2.33293
O -4.80175 0.75220 -3.54582
C -3.47740 1.54423 -1.77501
C -3.18840 2.79047 -2.31455
C -2.07558 3.47878 -1.86316
C -1.25819 2.86928 -0.92695
N -1.49467 1.65704 -0.43147
C -2.59774 1.01681 -0.83615
H -5.37161 -1.38380 0.68346
H -5.28672 1.37576 0.17492
H -6.70372 0.30147 0.15607
H -6.18426 -0.47103 -1.90137
H -3.83851 3.19508 -3.08025
H -1.83079 4.46589 -2.23430
H -0.36079 3.36521 -0.56555
H -2.79010 0.04336 -0.40685


No. 4
119
Properties=species:S:1:pos:R:3 method="wB97M-V/def2-TZVPD" spin_multiplicity=4 homo_ev="-5.024 / -5.282" s2=3.8445 gap_ev="6.09 / 4.55" total_charge=-1 relative_energy_kcal_mol=16.3
Pd -0.89849 2.04572 -1.14031
Te -2.63988 -1.96169 -3.22716
C -2.20145 -3.67718 -2.06916
C -2.97591 -4.03952 -0.97781
C -2.56932 -5.12213 -0.20686
N -1.48363 -5.84441 -0.46271
C -0.76153 -5.50347 -1.52579
C -1.07546 -4.43830 -2.35849
C -1.36347 -0.72904 -2.17970
P -1.50931 -0.10574 -0.46471
C -3.22977 -0.41880 0.00789
C -4.23775 0.22552 -0.70818
C -5.56622 0.00089 -0.39635
C -5.89839 -0.85068 0.65211
C -4.89927 -1.47161 1.38504
C -3.56448 -1.26096 1.06083
C -0.47914 -1.10338 0.62793
C 0.14990 -2.22103 0.17817
C 1.25664 -2.86282 0.95013
C 1.22473 -2.48349 2.39528
C 0.55956 -1.37461 2.81888
C -0.23701 -0.61286 1.93565
P -0.55263 0.63037 -2.99670
C -1.30327 0.79891 -4.63617
C -2.48514 1.54025 -4.69610
C -3.16079 1.67944 -5.89872
C -2.65775 1.08617 -7.04844
C -1.47518 0.36073 -6.99838
C -0.79667 0.21754 -5.79750
C 1.15230 0.08684 -3.25665
C 2.19422 0.96567 -2.98550
C 3.50886 0.53283 -3.09352
C 3.78299 -0.77434 -3.46222
C 2.74395 -1.66039 -3.72983
C 1.43108 -1.23256 -3.62379
H -3.86271 -3.48415 -0.70894
H -3.14794 -5.41705 0.66247
H 0.11970 -6.10554 -1.72270
H -0.44094 -4.20737 -3.20490
H -3.97537 0.91093 -1.50798
H -6.34388 0.50020 -0.96043
H -6.93817 -1.01820 0.90364
H -5.15528 -2.12264 2.21169
H -2.78464 -1.75025 1.63209
H -0.06644 -2.61426 -0.80767
H 1.19240 -3.94948 0.83734
H 1.80168 -3.08029 3.09019
H 0.61829 -1.07760 3.85938
H -0.72534 0.29045 2.27438
H -2.85851 2.03084 -3.80298
H -4.07010 2.26510 -5.93802
H -3.18194 1.19926 -7.98897
H -1.08070 -0.09583 -7.89711
H 0.12990 -0.34030 -5.76540
H 1.97572 1.96880 -2.63919
H 4.31667 1.21019 -2.85120
H 4.80920 -1.11376 -3.51939
H 2.96088 -2.68598 -4.00096
H 0.61365 -1.92463 -3.79925
Cl -2.50731 4.38686 -2.21653
C -0.75284 3.88272 -2.08310
H -0.27231 4.72439 -1.60007
H -0.41499 3.80918 -3.11431
C -1.56769 7.92249 1.17148
C -2.49155 7.04018 1.70832
C -2.27156 5.67035 1.64296
C -1.13048 5.14274 1.03819
C -0.21294 6.05170 0.50598
C -0.42333 7.42190 0.56804
Ge -0.79952 3.19087 1.03482
C 0.96783 2.95989 1.88684
C 2.08183 3.56172 1.30026
C 3.33619 3.50299 1.88776
C 3.51573 2.81298 3.07756
C 2.43656 2.15419 3.64647
C 1.18412 2.22671 3.05194
C -2.25923 2.58399 2.22754
C -3.50566 2.44533 1.61324
C -4.65120 2.14061 2.33379
C -4.57348 1.95495 3.70715
C -3.34903 2.09946 4.34253
C -2.21203 2.42346 3.61184
H -1.73365 8.99137 1.22745
H -3.38882 7.41622 2.18559
H -3.01048 5.00686 2.07220
H 0.69684 5.69931 0.03707
H 0.31167 8.09797 0.14784
H 1.98139 4.08118 0.35464
H 4.17680 3.99401 1.41230
H 4.49369 2.76123 3.54025
H 2.56849 1.57564 4.55294
H 0.37034 1.68843 3.52155
H -3.58156 2.59286 0.53973
H -5.60067 2.04533 1.82149
H -5.46129 1.71340 4.27888
H -3.27640 1.97290 5.41621
H -1.28551 2.57464 4.15464
O 7.99335 -6.16146 3.21402
S 6.94295 -5.55996 4.01709
O 7.20249 -4.19934 4.44118
O 6.37678 -6.42295 5.03701
C 5.58099 -5.40763 2.80811
N 5.08986 -6.55068 2.31246
C 4.13660 -6.42963 1.40950
C 3.64430 -5.20171 0.97696
C 4.21075 -4.07248 1.56255
N 5.17903 -4.19643 2.48022
C 3.81201 -2.70432 1.22025
C 4.47214 -1.63292 1.76525
C 4.17061 -0.33507 1.36957
N 3.30829 -0.05273 0.34258
C 2.64775 -1.02952 -0.17622
C 2.66383 -2.45980 0.28982
H 3.73353 -7.35267 1.00078
H 2.87528 -5.15547 0.21840
H 5.25384 -1.82396 2.48983
H 4.66272 0.51782 1.81235
H 2.01445 -0.79503 -1.02770
H 2.75201 -3.10538 -0.59673


Which E_tot belongs to each record? In order, -162826.11806, -82618.41382, -187591.14731, -182234.31673 eV.